1.
Molecular formula: C4H12O2
Method: DFT, ωB97M-V/def2-TZVPD

```
18
Properties=species:S:1:pos:R:3:forces:R:3:lowdin_charge:R:1
C -2.609 -2.659 -0.744 -0.645 -1.403 -0.079 -0.14
C -2.025 -1.305 -0.618 0.597 1.646 0.032 -0.26
C -0.562 -1.137 -1.089 -0.383 -1.309 0.019 -0.29
O -0.229 0.185 -1.276 1.340 2.547 0.860 -0.20
C 0.388 0.796 -0.083 -1.050 -0.643 -0.404 -0.07
H -1.924 -3.500 -0.544 -0.188 0.328 0.029 0.08
H -2.988 -2.751 -1.776 0.091 -0.420 0.424 0.08
H -3.462 -2.726 -0.048 0.220 -0.293 -0.408 0.08
H -2.671 -0.701 -1.284 0.595 0.355 0.479 0.12
H -2.128 -0.902 0.407 0.075 -0.141 -0.420 0.11
H 0.175 -1.570 -0.385 -0.475 -0.355 -0.136 0.12
H -0.433 -1.642 -2.065 -0.064 0.075 0.365 0.13
H 0.314 1.896 -0.113 -0.114 -0.582 -0.353 0.09
H 1.445 0.518 0.061 -0.333 -0.118 -0.364 0.08
H -0.193 0.427 0.779 0.335 0.313 -0.046 0.08
O 5.455 5.176 2.601 0.549 -0.473 1.005 -0.09
H 5.836 5.668 3.363 -0.401 -0.568 -0.809 0.05
H 5.612 4.228 2.814 -0.147 1.040 -0.196 0.05
```
Forces are in eV/Å.

The energy is -310.0364 Eh. As for the largest force on an atom: 3.0 eV/Å. As for the SMILES: CCCOC.O.

2.
Molecular formula: C4H12O2S
Method: DFT, ωB97M-V/def2-TZVPD

```
19
Properties=species:S:1:pos:R:3:forces:R:3:lowdin_charge:R:1
C 1.919 0.446 0.286 -0.503 -0.127 -0.503 -0.08
O 0.888 -0.537 0.482 1.032 0.208 1.329 -0.22
C 0.583 -1.363 -0.599 0.599 -0.771 -0.386 -0.35
C -0.270 -0.643 -1.561 -0.628 0.380 -1.339 -0.50
S -1.849 -0.186 -0.810 -0.576 -0.330 -0.072 0.81
C -1.559 1.565 -0.675 0.636 1.009 -0.201 -0.43
H 1.549 1.178 -0.451 0.401 0.006 0.206 0.07
H 2.859 0.009 -0.091 -0.327 -0.058 0.119 0.09
H 2.131 0.974 1.231 -0.361 -0.478 -0.316 0.10
H 1.458 -1.685 -1.197 0.222 -0.033 0.636 0.13
H 0.059 -2.275 -0.252 0.391 0.493 0.208 0.13
H 0.270 0.260 -1.905 -0.508 -0.336 -0.011 0.08
H -0.434 -1.293 -2.442 -0.095 0.408 0.314 0.09
H -0.570 1.705 -0.208 -0.501 0.144 -0.077 0.02
H -2.308 2.121 -0.087 0.180 -0.587 -0.230 0.05
H -1.529 1.986 -1.694 -0.033 0.044 0.454 0.04
O -0.791 -0.813 3.610 -0.892 0.198 -0.774 -0.09
H -0.651 -0.786 2.636 -0.095 0.004 0.836 0.02
H -1.756 -0.660 3.727 1.059 -0.174 -0.193 0.05
```
Forces are in eV/Å.

The energy is -708.2288 Eh. As for the largest force on an atom: 1.7 eV/Å. As for the SMILES: COCCSC.O.

3.
Molecular formula: C4H12O2S
Method: DFT, ωB97M-V/def2-TZVPD

```
19
Properties=species:S:1:pos:R:3:forces:R:3:lowdin_charge:R:1
O -0.779 -0.763 1.988 0.944 -0.162 0.769 -0.14
C 0.078 -0.678 0.834 -2.429 0.007 -1.753 -0.21
C -0.807 -1.221 -0.511 1.802 0.473 1.700 -0.14
C -1.742 -0.089 -0.978 0.847 -4.261 -0.052 -0.42
C -2.549 0.665 -0.064 -2.053 4.142 2.765 -0.60
S -3.479 1.820 -1.136 1.213 1.125 -1.791 0.64
H -0.320 -0.454 2.811 -0.407 -0.390 -1.327 0.10
H 1.003 -1.367 0.886 -1.109 1.751 0.175 0.12
H 0.097 0.496 0.602 1.247 -2.603 0.288 0.14
H 0.041 -1.177 -1.229 -0.651 -0.668 0.039 0.09
H -1.287 -2.281 -0.515 0.996 1.922 0.569 0.13
H -1.171 0.532 -1.537 2.297 2.491 -1.181 0.04
H -2.259 -0.517 -1.836 -1.148 -0.123 0.397 0.11
H -2.180 1.420 0.805 0.401 -2.231 -2.184 0.12
H -3.375 0.220 0.474 -0.011 -0.985 -0.084 0.06
H -2.367 2.152 -2.052 -1.937 -0.488 1.671 -0.06
O 6.801 0.222 0.813 1.695 1.900 -1.160 -0.10
H 7.402 1.037 0.775 -1.291 -1.530 0.650 0.07
H 6.892 -0.017 -0.129 -0.407 -0.370 0.510 0.03
```
Forces are in eV/Å.

The energy is -708.1608 Eh. As for the largest force on an atom: 5.4 eV/Å. As for the SMILES: OCCCCS.O.

4.
Molecular formula: C4H12O3
Method: DFT, ωB97M-V/def2-TZVPD

```
19
Properties=species:S:1:pos:R:3:forces:R:3:lowdin_charge:R:1
C -0.437 -1.118 -0.376 0.079 -0.534 0.369 -0.06
C -0.844 0.134 0.462 -1.711 -2.391 -1.286 -0.36
C -2.382 0.219 0.517 0.158 0.926 0.494 -0.09
C -0.281 -0.022 1.845 1.912 1.920 0.592 -0.21
O 0.795 -0.532 2.101 -0.609 -0.419 -0.316 0.02
H -0.063 -0.852 -1.361 0.220 -0.060 0.091 0.07
H 0.274 -1.722 0.189 0.585 0.364 -0.363 0.07
H -1.219 -1.870 -0.520 -0.548 0.576 -0.013 0.08
H -0.560 0.995 -0.143 0.720 0.319 0.839 0.14
H -2.819 0.253 -0.477 0.101 -0.223 -0.105 0.08
H -2.847 -0.574 1.102 0.071 -0.121 -0.074 0.08
H -2.629 1.178 0.980 -0.293 -0.071 0.153 0.08
H -0.678 0.559 2.698 -0.985 -0.264 -0.253 0.14
O 2.144 0.633 -2.902 -0.063 0.065 -0.284 -0.08
H 3.020 0.228 -2.921 -0.248 0.051 0.175 0.03
H 1.847 0.579 -1.983 0.347 -0.151 0.064 -0.02
O 2.236 0.463 -0.070 0.726 0.816 -1.324 -0.04
H 2.611 1.324 0.147 -0.029 -0.166 0.066 0.07
H 1.832 0.125 0.712 -0.434 -0.636 1.174 -0.02
```
Forces are in eV/Å.

The energy is -385.2975 Eh. As for the largest force on an atom: 3.2 eV/Å. As for the SMILES: CC(C)C=O.O.O.